No. 1
A cluster of 4 separate species, C23H59BN3O9S in total, computed with wB97M-V/def2-TZVPD.

Atoms and positions in Å:
C 0.6093 2.1219 -0.4466
O -0.3248 1.1501 -0.8942
C -1.6062 1.4198 -0.4018
C -2.5925 0.3601 -0.8560
C -3.8171 0.3257 0.0706
C -5.0468 -0.1775 -0.6878
S -6.6313 0.4694 -0.0071
B -7.5637 1.4150 -1.4486
O -7.8426 0.6657 -2.5143
O -8.0354 2.6306 -1.1917
H 1.5741 1.8688 -0.8790
H 0.3172 3.1300 -0.7549
H 0.6857 2.1168 0.6450
H -1.5862 1.4507 0.7013
H -1.9449 2.4165 -0.7271
H -2.9229 0.5505 -1.8800
H -2.1541 -0.6344 -0.8460
H -3.6261 -0.3405 0.9126
H -3.9917 1.3232 0.4888
H -5.0050 0.0858 -1.7429
H -5.1628 -1.2553 -0.5976
H -6.1851 1.4881 0.7469
H -7.1668 0.2148 -3.0227
H -7.5208 3.3033 -0.7455
C 4.8322 -2.3539 3.6659
O 3.5172 -1.8678 3.8458
C 3.3143 -0.5316 3.4110
C 2.3604 -0.4923 2.2368
N 2.9604 -1.0868 1.0547
C 2.0498 -1.2458 -0.0700
C 0.8618 -2.1863 0.0788
O 1.2010 -3.5551 0.1846
C 1.4685 -4.0163 1.4957
H 4.8764 -3.3351 4.1341
H 5.0993 -2.4511 2.6077
H 5.5683 -1.7012 4.1457
H 4.2685 -0.0687 3.1395
H 2.8833 0.0342 4.2422
H 2.1130 0.5529 2.0185
H 1.4305 -0.9911 2.5505
H 3.3553 -1.9859 1.3017
H 2.6321 -1.5997 -0.9248
H 1.6537 -0.2631 -0.3331
H 0.2879 -2.0931 -0.8435
H 0.2009 -1.9001 0.9087
H 0.8600 -3.4864 2.2358
H 2.5198 -3.9002 1.7738
H 1.2204 -5.0764 1.5277
C 5.5459 8.0361 1.3433
O 5.9031 6.6960 1.6100
C 5.9653 6.3637 2.9914
C 4.9013 5.3461 3.3399
N 3.5736 5.9294 3.2304
C 2.4739 4.9895 3.3720
C 2.3402 3.8890 2.3245
O 2.0085 4.3579 1.0284
C 3.1065 4.7393 0.2170
H 5.6413 8.1849 0.2693
H 4.5164 8.2621 1.6449
H 6.2117 8.7377 1.8555
H 5.8481 7.2624 3.6043
H 6.9502 5.9357 3.1950
H 5.0570 5.0067 4.3688
H 5.0491 4.4772 2.6821
H 3.4978 6.4070 2.3414
H 1.5423 5.5609 3.3744
H 2.5547 4.5097 4.3537
H 1.5131 3.2415 2.6335
H 3.2390 3.2617 2.2722
H 3.9944 4.1410 0.4406
H 3.3652 5.7946 0.3317
H 2.8201 4.5701 -0.8214
C -5.1410 -6.6305 -4.1803
O -3.9688 -6.7754 -3.4072
C -2.7663 -6.8489 -4.1675
C -1.8831 -5.6577 -3.8713
N -2.4924 -4.4309 -4.3634
C -1.8132 -3.2072 -3.9690
C -1.7421 -2.8755 -2.4832
O -3.0024 -2.5687 -1.8912
C -3.7496 -3.6921 -1.4553
H -5.9863 -6.6989 -3.4975
H -5.1797 -5.6678 -4.7047
H -5.2306 -7.4251 -4.9273
H -2.9972 -6.8986 -5.2355
H -2.2398 -7.7640 -3.8870
H -0.9154 -5.7982 -4.3615
H -1.6998 -5.6445 -2.7872
H -3.4558 -4.4011 -4.0555
H -2.3035 -2.3724 -4.4776
H -0.7859 -3.2456 -4.3456
H -1.1379 -1.9708 -2.3827
H -1.2474 -3.6618 -1.9031
H -3.0976 -4.5008 -1.1175
H -4.4112 -4.0857 -2.2310
H -4.3664 -3.3766 -0.6099

Summary:
Net charge: +1
DFT total energy, hartree: -2175.86317
HOMO-LUMO gap, eV: 6.783



No. 2
A cluster of 5 separate species, C23H59N4O5 in total, computed with wB97M-V/def2-TZVPD.

Atoms and positions in Å:
C -1.7160 -3.8445 3.7350
C -3.2400 -3.5913 3.6324
C -3.3521 -2.0528 3.8087
N -4.6808 -1.4889 3.4315
C -4.9835 -1.5857 2.0023
C -4.0021 -0.8716 1.0453
C -4.1275 0.6342 1.4307
C -3.8170 0.8569 2.8936
C -4.6693 0.0125 3.7973
C -5.7568 -2.1566 4.2467
H -1.5092 -4.8672 4.0305
H -1.2908 -3.1749 4.4919
H -1.1353 -3.6633 2.8021
H -3.8894 -4.0226 4.3787
H -3.5965 -3.9917 2.6681
H -2.6652 -1.6330 3.1496
H -3.0697 -1.7285 4.8541
H -5.1002 -2.6187 1.8486
H -5.9813 -1.1380 1.9230
H -2.9919 -1.3071 1.1540
H -4.3299 -1.0721 0.0584
H -3.4037 1.2496 0.8883
H -5.1019 1.0044 1.1057
H -2.7130 0.7733 3.0604
H -4.0831 1.9029 3.2601
H -4.2747 -0.0521 4.7831
H -5.7231 0.2958 3.8517
H -5.8873 -3.2173 3.9098
H -6.6551 -1.5820 4.1561
H -5.2977 -2.1441 5.2396
C 5.1750 -0.4403 0.4628
C 5.4789 0.8183 1.2483
C 6.8438 1.4688 1.0061
O 6.8748 2.5841 1.9083
C 7.9860 3.4557 1.6785
N 4.4725 1.9520 0.9353
H 4.4134 2.6956 1.6509
H 4.6979 2.3878 -0.0181
H 3.5504 1.6143 0.9643
H 4.1757 -0.7421 0.5772
H 5.9017 -1.1970 0.7951
H 5.1765 -0.3073 -0.6246
H 5.3742 0.6483 2.2979
H 6.9322 1.7630 -0.0520
H 7.5829 0.7028 1.1765
H 8.2019 3.6235 0.6154
H 8.9340 2.9853 2.0616
H 7.7452 4.3633 2.2593
C 0.8516 -4.8723 -9.4064
C 1.3430 -3.7317 -10.2189
C 0.3470 -2.5527 -10.2190
O 1.0987 -1.3875 -10.4490
C 0.4146 -0.1858 -10.1142
N 2.7633 -3.2365 -9.7808
H 2.6634 -2.2095 -9.6474
H 2.9379 -3.6051 -8.8675
H 3.4304 -3.5180 -10.5533
H 0.4649 -4.4582 -8.4739
H 1.5920 -5.7007 -9.3484
H -0.0851 -5.3497 -9.7644
H 1.5877 -4.0194 -11.2406
H -0.0094 -2.5173 -9.2058
H -0.4761 -2.7261 -10.9173
H -0.4508 0.0126 -10.7517
H 1.1129 0.6345 -10.1597
H 0.0034 -0.4192 -9.1697
C 0.7828 2.7780 4.6212
C -0.5629 2.9768 3.9044
C -1.1970 4.2815 4.3626
O -2.3314 4.3726 3.5058
C -3.3108 5.4496 3.7468
N -0.4602 2.8310 2.3964
H -1.1127 3.5311 2.0175
H 0.4884 3.1932 2.2030
H -0.4182 1.5094 1.2894
H 1.3504 1.9113 4.2252
H 0.5453 2.4230 5.6290
H 1.4712 3.6307 4.6083
H -1.2646 2.2164 4.2170
H -0.3442 5.1077 4.2920
H -1.6568 4.3692 5.3377
H -2.8984 6.4489 3.8585
H -3.6904 5.2093 4.7973
H -4.0555 5.3680 2.9239
C 1.3784 -0.5629 -0.4847
C 1.1056 0.5646 0.4687
O 1.9977 1.1767 1.0589
O -0.2151 0.7237 0.7319
H 1.0907 -0.5533 -1.5441
H 0.8314 -1.4777 -0.0965
H 2.4141 -0.9374 -0.3623

Summary:
Net charge: +3
DFT total energy, hartree: -1506.04177
HOMO-LUMO gap, eV: 9.556



No. 3
A cluster of 7 separate species, C23H60NO9P in total, computed with wB97M-V/def2-TZVPD.

Atoms and positions in Å:
C -3.5121 0.7098 1.9510
P -2.2540 -0.6114 1.8990
C -2.8072 -1.6044 3.3390
O -1.0077 0.2469 2.6782
C 0.2637 0.1152 2.2494
O 0.6292 0.3253 1.1481
O 1.1324 -0.1034 3.2581
C 0.8466 -1.1696 4.1830
C 0.3690 -0.7155 5.5745
N -0.3610 0.5527 5.5578
H -3.3571 1.3953 2.7930
H -4.5011 0.2418 2.0536
H -3.4856 1.2756 1.0091
H -2.4373 -1.1698 4.2802
H -3.9044 -1.6571 3.3694
H -2.4154 -2.6279 3.2333
H 0.1516 -1.8843 3.7233
H 1.8115 -1.6822 4.2933
H 1.2376 -0.7098 6.2573
H -0.3127 -1.4990 5.9491
H -0.3287 0.9823 6.4783
H 0.0931 1.2026 4.9226
C 1.3837 -4.3057 -0.9456
C -0.0684 -3.9227 -1.1812
C -0.1843 -2.5832 -1.8854
O -0.7862 -3.8503 0.0524
H 1.8762 -3.5453 -0.3323
H 1.4483 -5.2608 -0.4235
H 1.9271 -4.3837 -1.8883
H -0.5592 -4.7082 -1.7595
H 0.2675 -1.8038 -1.2639
H -1.2320 -2.3149 -2.0361
H 0.3221 -2.5837 -2.8522
H -0.3924 -3.1086 0.5293
C -2.6888 -3.4704 7.9683
C -3.4321 -2.3142 7.3186
C -2.9850 -0.9688 7.8670
O -4.8419 -2.4746 7.4541
H -2.8858 -3.4886 9.0442
H -3.0182 -4.4206 7.5480
H -1.6106 -3.3796 7.8239
H -3.2598 -2.3373 6.2399
H -3.1910 -0.9127 8.9402
H -3.5206 -0.1576 7.3746
H -1.9149 -0.8176 7.7187
H -5.0541 -2.4619 8.3951
C 2.3210 0.5813 -2.4107
C 1.4089 1.7843 -2.5670
C 1.6699 2.8345 -1.4992
O 0.0380 1.3821 -2.5451
H 2.1365 0.1133 -1.4382
H 2.1260 -0.1594 -3.1857
H 3.3752 0.8570 -2.4600
H 1.5513 2.2289 -3.5555
H 1.4859 2.4108 -0.5071
H 1.0054 3.6892 -1.6293
H 2.7029 3.1861 -1.5340
H -0.1282 0.9751 -1.6846
C -1.6810 -0.6432 -5.6309
C -1.9747 -2.0605 -6.0963
C -3.4671 -2.3422 -6.1612
O -1.3148 -3.0103 -5.2611
H -2.0747 -0.4845 -4.6228
H -0.6066 -0.4634 -5.5980
H -2.1393 0.0932 -6.2930
H -1.5353 -2.2163 -7.0844
H -3.9136 -2.2312 -5.1685
H -3.6505 -3.3607 -6.5036
H -3.9704 -1.6496 -6.8375
H -1.6663 -2.9050 -4.3684
C 1.2619 6.7024 -0.7573
C 0.5043 7.1169 0.4928
C -0.1167 5.9208 1.1969
O -0.4856 8.0980 0.1886
H 0.5803 6.2291 -1.4705
H 1.7080 7.5696 -1.2445
H 2.0507 5.9875 -0.5191
H 1.1872 7.6242 1.1778
H -0.8342 5.4256 0.5358
H -0.6458 6.2385 2.0955
H 0.6424 5.1888 1.4771
H -1.1199 7.6987 -0.4189
C 4.5911 -0.3101 -6.8163
C 4.7529 0.1187 -5.3672
C 6.1660 0.5910 -5.0656
O 4.3673 -0.9288 -4.4809
H 5.2591 -1.1477 -7.0379
H 3.5677 -0.6334 -7.0065
H 4.8331 0.5055 -7.4992
H 4.0491 0.9265 -5.1506
H 6.8789 -0.2210 -5.2367
H 6.2512 0.9024 -4.0244
H 6.4476 1.4288 -5.7051
H 4.9545 -1.6798 -4.6288

Summary:
SMILES string: CP(C)OC(=O)OCCN.CC(C)O.CC(C)O.CC(C)O.CC(C)O.CC(C)O.CC(C)O
Net charge: 0
DFT total energy, hartree: -1985.58641
HOMO-LUMO gap, eV: 9.797



No. 4
A cluster of 9 separate species, C23H61Br8O20P5 in total, computed with wB97M-V/def2-TZVPD.

Atoms and positions in Å:
C 2.7650 -1.6932 -4.4183
O 1.4390 -1.1790 -4.7403
P 0.7006 -1.4319 -6.1396
O -0.4146 -0.5051 -6.3737
O 1.8169 -1.2602 -7.2466
C 2.0611 -0.0025 -7.9103
O 0.4277 -2.9803 -6.1835
C -0.4431 -3.7225 -7.1019
H 2.7094 -2.7632 -4.3541
H 3.0305 -1.3213 -3.4332
H 3.5145 -1.4328 -5.1630
H 3.0078 -0.1720 -8.3396
H 2.0882 0.7501 -7.1576
H 1.2980 0.2317 -8.6511
H -0.2182 -3.4722 -8.1331
H -1.4800 -3.4441 -6.7009
H -0.2780 -4.7776 -6.9910
C -1.7540 -5.7529 4.2578
O -2.5757 -6.1447 3.1728
P -3.1411 -5.0911 2.0497
O -2.4094 -3.8225 1.9876
O -4.6788 -5.1131 2.2129
C -5.5200 -4.1671 2.9695
O -2.9213 -5.9431 0.7471
C -3.7992 -7.1063 0.4881
H -1.0759 -4.9221 4.0146
H -1.1695 -6.6283 4.5069
H -2.3602 -5.5763 5.1478
H -6.0465 -4.7613 3.7455
H -6.1616 -3.6464 2.2944
H -4.8691 -3.4690 3.4444
H -3.8653 -7.1110 -0.6161
H -4.7412 -6.9398 0.9743
H -3.2121 -7.9811 0.8499
C 2.5633 5.2009 3.6707
O 3.6877 5.6699 4.4524
P 4.6377 4.4744 4.8352
O 5.1346 3.5945 3.8071
O 3.8404 3.7344 6.0374
C 4.3948 2.6062 6.7945
O 5.7657 5.1991 5.6819
C 6.8381 5.8659 4.9272
H 2.8596 5.0780 2.6505
H 1.9456 6.1093 3.8100
H 2.2078 4.1899 4.1290
H 3.9732 2.6769 7.8101
H 5.4618 2.6472 6.8212
H 3.9293 1.6351 6.4843
H 7.6184 6.1497 5.6408
H 6.2961 6.7513 4.5032
H 7.1585 5.2052 4.1126
C -1.6988 2.5268 -6.8187
O -1.6926 3.0808 -5.4266
P -0.2558 3.4870 -4.9460
O 0.6005 4.0462 -5.9863
O -0.4635 4.5288 -3.6962
C -1.0824 5.8189 -3.9853
O 0.3928 2.2179 -4.2445
C 1.8292 2.0372 -4.3381
H -1.1721 3.1807 -7.5053
H -2.7284 2.5258 -7.0933
H -1.3394 1.4895 -6.7968
H -0.6591 6.2173 -4.9027
H -0.9504 6.4128 -3.0697
H -2.1127 5.7529 -4.2610
H 2.1381 1.0380 -4.4958
H 2.2656 2.4097 -3.4159
H 2.1452 2.5213 -5.3002
C -0.9330 -1.4626 4.4459
O -1.6361 -0.2198 4.3104
P -1.0152 1.1712 3.9807
O -0.2313 1.0639 2.7749
O -2.3417 2.1696 3.9693
C -2.1120 3.5178 3.3493
O -0.2035 1.7494 5.2159
C 1.1861 1.4382 5.5368
H -0.8361 -1.8092 5.4732
H -0.0012 -1.2096 3.9979
H -1.4263 -2.2117 3.8196
H -2.8810 3.5995 2.5667
H -1.1487 3.6373 2.8938
H -2.2409 4.2293 4.1482
H 1.2124 0.6769 6.3435
H 1.5731 2.3808 5.8166
H 1.7435 1.1197 4.6433
Br 2.5928 2.4074 0.7758
C 2.9561 1.4011 2.4248
C 4.1071 0.5321 2.2279
Br 4.2011 -0.4552 3.9407
H 2.0411 0.8660 2.6006
H 3.0558 2.1350 3.2336
H 5.0117 1.1674 2.1230
H 4.0819 -0.2807 1.4670
Br -1.1725 -6.1812 -3.7013
C -2.0236 -4.4981 -3.9300
C -2.6872 -4.0738 -2.6212
Br -4.3704 -4.9667 -2.4114
H -2.7878 -4.5059 -4.6841
H -1.2441 -3.7947 -4.2465
H -2.9411 -3.0144 -2.7322
H -2.1323 -4.2193 -1.6895
Br 0.6015 -1.1949 -1.8823
C -0.1120 -0.5193 -0.1033
C -0.2734 -1.7005 0.9147
Br 1.5252 -2.1607 1.6325
H -0.9926 0.0369 -0.3589
H 0.6739 0.1847 0.1099
H -0.6199 -2.5539 0.3129
H -0.9958 -1.4457 1.7311
Br -3.8458 2.8883 -0.2948
C -3.8771 0.9925 0.3875
C -4.2835 0.0127 -0.7069
Br -3.9152 -1.7942 -0.2136
H -4.6281 0.9724 1.2034
H -2.8032 0.9117 0.6717
H -3.7569 0.1836 -1.6199
H -5.3461 0.0994 -0.9418

Summary:
SMILES string: COP(=O)(OC)OC.COP(=O)(OC)OC.COP(=O)(OC)OC.COP(=O)(OC)OC.COP(=O)(OC)OC.BrCCBr.BrCCBr.BrCCBr.BrCCBr
Net charge: 0
DFT total energy, hartree: -24717.04639
Relative energy (zero: lowest compared OMol25 entry of this formula, charge and spin), eV: 1.398
HOMO-LUMO gap, eV: 9.976